76
Properties=species:S:1:pos:R:3 method="wB97M-V/def2-TZVPD" charge=+2 fmax_ha_per_bohr=0.30449 homo_ev="-13.2091 / -13.2087" orbital_gap_ev="5.59 / 5.59"
Tl -0.184 0.069 -0.829
P -0.080 -2.300 -1.127
P -0.079 2.455 -0.831
N 1.656 0.123 -1.674
C 1.555 -2.301 -1.959
H 2.070 -3.249 -1.769
H 1.373 -2.209 -3.041
C 2.406 -1.100 -1.500
H 2.724 -1.248 -0.447
H 3.310 -1.019 -2.104
C 2.407 1.315 -1.349
H 3.311 1.309 -1.958
H 2.724 1.329 -0.287
C 1.555 2.562 -1.653
H 1.373 2.607 -2.739
H 2.071 3.480 -1.347
C 0.137 3.166 0.841
C -0.993 2.831 1.822
H -0.716 3.170 2.835
H -1.187 1.749 1.879
H -1.936 3.322 1.552
C -1.289 3.279 -1.889
C -2.677 3.379 -1.236
H -3.412 3.724 -1.981
H -2.682 4.104 -0.414
H -3.025 2.413 -0.849
C -1.288 -2.981 -2.282
C -2.677 -3.163 -1.646
H -3.412 -3.412 -2.429
H -3.025 -2.253 -1.142
H -2.681 -3.984 -0.922
C 0.134 -3.212 0.439
C -0.998 -3.004 1.455
H -0.715 -3.463 2.417
H -1.936 -3.456 1.125
H -1.190 -1.942 1.647
C -2.039 0.024 -0.109
C -0.801 4.647 -2.404
H -0.769 5.396 -1.606
H 0.187 4.588 -2.866
H -1.503 5.014 -3.168
C -0.801 -4.275 -2.964
H -1.503 -4.543 -3.768
H 0.187 -4.159 -3.415
H -0.769 -5.118 -2.266
C 0.397 -4.700 0.194
H 0.738 -5.170 1.136
H -0.515 -5.226 -0.111
H 1.174 -4.879 -0.555
C 0.397 4.675 0.783
H -0.515 5.233 0.546
H 0.737 5.022 1.776
H 1.174 4.945 0.061
H 1.053 2.671 1.201
H 1.054 -2.763 0.862
H -1.369 2.607 -2.759
H -1.370 -2.207 -3.061
O -3.126 -0.008 0.414
H -0.688 -0.029 -3.847
H -1.336 0.151 -3.559
C 2.158 -2.170 3.367
O 2.185 -1.343 2.193
P 0.944 -0.343 1.855
O 1.988 0.979 1.962
C 2.127 1.473 3.321
O 0.034 -0.855 3.198
C -1.070 0.014 3.684
H 3.099 -2.691 3.421
H 1.358 -2.906 3.248
H 2.043 -1.574 4.279
H 2.115 0.650 4.050
H 3.051 1.988 3.379
H 1.285 2.158 3.480
H -1.867 0.036 2.939
H -1.441 -0.404 4.591
H -0.628 1.001 3.911

---

73
Properties=species:S:1:pos:R:3 method="wB97M-V/def2-TZVPD" charge=+2 fmax_ha_per_bohr=0.06238 homo_ev="-13.5037 / -13.4585" multiplicity=7 orbital_gap_ev="7.79 / 8.07"
Tb 0.730 -0.646 0.318
P -0.598 -2.017 -1.762
P -0.557 2.907 0.208
N 2.045 0.170 -1.177
C 1.054 -1.782 -2.581
H 1.781 -2.569 -2.299
H 0.837 -1.910 -3.647
C 1.599 -0.344 -2.488
H 2.409 -0.248 -3.228
H 0.853 0.346 -2.908
C 1.875 1.646 -1.208
H 1.317 1.953 -2.109
H 2.869 2.079 -1.423
C 1.291 2.503 -0.041
H 1.636 3.522 -0.288
H 1.769 2.276 0.933
C -0.557 3.242 2.035
C -0.097 2.067 2.917
H 0.928 1.722 2.697
H -0.797 1.217 2.861
H -0.082 2.399 3.970
C -1.304 4.339 -0.624
C -2.848 4.419 -0.551
H -3.185 5.126 -1.321
H -3.168 4.770 0.441
H -3.387 3.495 -0.783
C -1.967 -2.514 -2.875
C -3.154 -3.179 -2.147
H -3.989 -3.267 -2.857
H -3.513 -2.573 -1.302
H -2.924 -4.195 -1.794
C -0.112 -3.398 -0.647
C -1.049 -3.559 0.568
H -0.606 -4.296 1.258
H -2.039 -3.931 0.264
H -1.201 -2.623 1.140
C -1.892 1.631 -0.336
C -0.679 5.676 -0.205
H 0.330 5.596 0.221
H -0.617 6.296 -1.107
H -1.328 6.203 0.505
C -1.504 -3.328 -4.089
H -2.377 -3.541 -4.720
H -0.783 -2.771 -4.703
H -1.067 -4.293 -3.804
C 0.058 -4.716 -1.412
H 0.496 -5.462 -0.732
H -0.898 -5.125 -1.765
H 0.742 -4.622 -2.266
C -1.850 3.847 2.605
H -2.721 3.205 2.410
H -1.750 3.929 3.700
H -2.055 4.862 2.234
H 0.221 4.026 2.106
H 0.904 -3.132 -0.256
H -1.008 4.125 -1.668
H -2.344 -1.543 -3.257
O -1.175 0.427 -0.255
H -2.517 1.796 -1.267
H -2.906 1.762 0.158
C 3.726 -0.172 2.766
P 2.475 -1.495 2.374
C 3.605 -2.880 1.912
C 2.007 -1.991 4.082
H 4.612 -0.315 2.142
H 4.001 -0.205 3.825
H 3.293 0.808 2.542
H 3.931 -3.431 2.795
H 3.067 -3.559 1.248
H 4.468 -2.485 1.376
H 2.574 -1.436 4.839
H 0.943 -1.769 4.219
H 2.156 -3.066 4.232

---

81
Properties=species:S:1:pos:R:3 method="wB97M-V/def2-TZVPD" charge=0 fmax_ha_per_bohr=0.05196 homo_ev=-9.1141 orbital_gap_ev=9.20 smiles=CCOCCBBr.COCCOC.COCCOC.COCCOC.COCCOC
C -3.308 -3.467 -0.597
C -4.031 -4.012 0.771
O -5.154 -3.192 1.252
C -4.687 -1.888 1.792
C -4.104 -1.962 3.322
B -2.925 -0.873 3.675
Br -2.356 0.690 2.557
H -3.815 -2.427 -0.864
H -2.185 -3.201 -0.292
H -3.327 -4.218 -1.497
H -4.492 -5.079 0.499
H -3.262 -4.198 1.644
H -5.654 -1.189 1.800
H -3.908 -1.343 1.108
H -3.741 -3.066 3.588
H -5.015 -1.733 4.056
H -2.373 -1.013 4.730
C 2.942 2.572 0.819
O 2.522 1.586 1.756
C 1.172 1.167 1.536
C 1.116 -0.160 0.771
O 1.632 -0.018 -0.557
C 2.972 -0.479 -0.664
H 4.034 2.629 0.849
H 2.636 2.329 -0.202
H 2.531 3.545 1.104
H 0.602 1.947 1.019
H 0.718 1.021 2.522
H 0.068 -0.463 0.675
H 1.646 -0.951 1.313
H 2.984 -1.572 -0.720
H 3.595 -0.151 0.175
H 3.401 -0.078 -1.587
C -8.934 0.431 7.826
O -9.203 -0.868 7.308
C -9.018 -0.938 5.892
C -7.658 -1.552 5.536
O -6.580 -0.713 5.963
C -6.006 -1.158 7.186
H -8.806 0.347 8.909
H -8.025 0.864 7.402
H -9.784 1.089 7.622
H -9.138 0.050 5.434
H -9.807 -1.586 5.498
H -7.587 -1.633 4.446
H -7.558 -2.559 5.954
H -5.340 -2.005 6.995
H -6.763 -1.449 7.921
H -5.415 -0.339 7.606
C 6.454 1.618 -1.883
O 6.185 0.319 -2.401
C 6.371 0.249 -3.817
C 7.730 -0.365 -4.173
O 8.809 0.474 -3.746
C 9.383 0.029 -2.523
H 6.582 1.535 -0.801
H 7.364 2.051 -2.307
H 5.604 2.276 -2.087
H 6.251 1.238 -4.275
H 5.581 -0.399 -4.211
H 7.802 -0.445 -5.263
H 7.830 -1.372 -3.755
H 10.048 -0.818 -2.714
H 8.625 -0.262 -1.788
H 9.973 0.848 -2.103
C 3.309 2.617 -4.489
O 3.105 1.371 -5.147
C 1.721 1.017 -5.223
C 1.134 1.347 -6.600
O 1.121 2.759 -6.837
C 2.211 3.177 -7.649
H 4.320 2.963 -4.720
H 2.598 3.379 -4.817
H 3.224 2.476 -3.407
H 1.150 1.502 -4.423
H 1.659 -0.065 -5.068
H 0.093 1.010 -6.626
H 1.676 0.824 -7.396
H 1.999 2.947 -8.698
H 3.155 2.706 -7.357
H 2.321 4.261 -7.545

---

92
Properties=species:S:1:pos:R:3 method="wB97M-V/def2-TZVPD" charge=+2 fmax_ha_per_bohr=0.15246 homo_ev=-11.6112 orbital_gap_ev=5.01
K 1.635 6.615 0.570
K 0.105 -6.014 0.290
K -2.400 5.371 4.780
N -0.998 -1.455 1.524
S -0.697 -0.293 0.382
O -0.168 1.028 0.799
O -1.461 -0.369 -0.896
F 0.668 -0.993 -0.241
S -2.225 -0.705 2.011
O -3.392 -0.573 1.130
O -1.922 0.332 2.941
F -2.675 -1.932 2.872
C -0.843 -5.412 -6.274
O -0.176 -6.230 -5.245
C 0.560 -7.305 -5.881
C 1.257 -8.086 -4.772
O 1.853 -7.096 -3.826
C 2.935 -6.153 -4.197
H -1.690 -6.046 -6.535
H -0.196 -5.298 -7.144
H -1.059 -4.384 -5.981
H 1.368 -6.829 -6.436
H -0.150 -7.972 -6.369
H 2.055 -8.753 -5.099
H 0.442 -8.679 -4.356
H 3.754 -6.858 -4.348
H 3.177 -5.433 -3.415
H 2.673 -5.672 -5.139
C 7.493 -1.063 -8.376
O 6.846 0.228 -8.181
C 6.698 0.561 -6.762
C 5.509 1.554 -6.497
O 4.372 1.449 -7.405
C 3.304 0.486 -7.113
H 8.381 -1.096 -7.745
H 7.632 -1.189 -9.450
H 6.927 -1.906 -7.980
H 7.636 1.025 -6.458
H 6.475 -0.270 -6.093
H 5.740 2.618 -6.531
H 5.019 1.365 -5.542
H 2.524 0.520 -7.874
H 2.800 0.714 -6.174
H 3.615 -0.555 -7.198
C -6.768 6.252 7.738
O -5.439 5.937 7.993
C -5.146 5.473 9.283
C -3.898 4.645 9.457
O -3.937 3.559 8.506
C -3.003 2.536 8.728
H -7.001 7.049 8.444
H -7.486 5.466 7.972
H -7.130 6.612 6.775
H -5.965 4.899 9.717
H -5.089 6.295 9.997
H -3.611 4.332 10.461
H -3.097 5.259 9.045
H -3.024 1.635 8.114
H -3.196 2.172 9.737
H -1.989 2.930 8.667
C -8.888 -1.364 6.900
O -9.550 -2.000 5.878
C -8.909 -1.957 4.611
C -9.393 -3.098 3.625
O -9.194 -4.478 4.221
C -9.186 -5.500 3.192
H -9.710 -0.809 7.351
H -8.105 -0.629 6.714
H -8.562 -2.173 7.554
H -7.823 -2.043 4.635
H -8.955 -0.956 4.183
H -8.763 -3.065 2.736
H -10.446 -2.986 3.367
H -9.381 -6.544 3.437
H -8.231 -5.515 2.667
H -9.745 -5.265 2.286
C 7.611 6.826 -3.549
O 7.283 5.901 -2.512
C 8.576 5.384 -2.095
C 8.253 4.253 -1.083
O 7.564 3.145 -1.684
C 7.403 2.132 -0.645
H 6.895 6.962 -4.360
H 8.418 6.504 -4.208
H 7.886 7.769 -3.077
H 9.251 6.081 -1.598
H 9.211 5.013 -2.900
H 7.704 4.703 -0.255
H 9.200 3.893 -0.680
H 6.736 1.334 -0.971
H 6.902 2.562 0.222
H 8.325 1.624 -0.363

---

91
Properties=species:S:1:pos:R:3 method="wB97M-V/def2-TZVPD" charge=0 fmax_ha_per_bohr=0.10725 homo_ev="-4.9346 / -8.5528" multiplicity=2 orbital_gap_ev="4.19 / 7.76"
Li 3.121 -1.917 1.183
Li 4.147 -0.303 -0.339
N 2.187 -0.875 -0.319
S 1.588 -1.432 -1.844
O 1.622 -0.446 -2.920
O 0.645 -2.565 -1.805
F 2.902 -2.317 -2.224
S 0.744 -0.332 0.039
O -0.170 -1.287 0.664
O 0.198 0.870 -0.660
F 1.237 0.420 1.382
C -4.952 -3.611 -1.126
O -3.740 -2.923 -1.041
C -2.617 -3.717 -1.378
C -2.048 -4.534 -0.181
O -2.906 -5.072 0.773
C -2.325 -5.675 1.912
H -5.258 -4.072 -0.187
H -4.976 -4.234 -2.020
H -5.556 -2.721 -1.303
H -1.944 -2.914 -1.679
H -2.874 -4.278 -2.276
H -1.285 -3.935 0.317
H -1.401 -5.279 -0.644
H -1.933 -6.659 1.653
H -3.039 -5.638 2.735
H -1.511 -5.059 2.294
C -2.738 0.310 -1.423
O -3.902 1.024 -1.606
C -5.038 0.482 -0.932
C -6.130 1.487 -0.901
O -7.240 1.076 -0.153
C -8.530 1.480 -0.613
H -2.526 0.182 -0.362
H -1.962 0.913 -1.895
H -2.753 -0.730 -1.749
H -4.828 0.140 0.082
H -5.414 -0.465 -1.319
H -6.428 1.602 -1.943
H -5.705 2.456 -0.640
H -8.625 2.533 -0.349
H -9.361 1.095 -0.022
H -8.798 1.281 -1.651
C 2.391 -4.662 0.175
O 2.690 -3.841 1.328
C 1.841 -4.080 2.452
C 2.191 -3.179 3.628
O 2.186 -1.867 3.163
C 2.366 -0.883 4.195
H 1.303 -4.643 0.113
H 2.735 -5.691 0.281
H 2.892 -4.312 -0.728
H 1.769 -5.129 2.741
H 0.826 -3.765 2.211
H 3.202 -3.350 3.998
H 1.531 -3.312 4.485
H 1.500 -1.005 4.846
H 2.292 0.136 3.817
H 3.250 -0.877 4.833
C 5.644 -1.092 -3.079
O 4.790 -0.272 -2.339
C 4.633 1.036 -2.918
C 3.844 1.964 -2.030
O 4.196 1.766 -0.690
C 3.746 2.779 0.266
H 6.532 -0.565 -3.429
H 5.121 -1.357 -3.998
H 5.900 -1.950 -2.457
H 3.990 0.804 -3.767
H 5.547 1.495 -3.293
H 2.761 1.869 -2.110
H 4.062 3.002 -2.281
H 3.694 3.801 -0.112
H 4.368 2.778 1.161
H 2.690 2.608 0.476
C 2.362 8.221 1.688
O 1.540 7.343 0.942
C 0.674 6.524 1.748
C -0.033 5.465 0.956
O 0.881 4.620 0.267
C 0.305 4.034 -0.957
H 1.736 8.963 2.183
H 3.091 8.751 1.074
H 2.819 7.760 2.564
H -0.098 7.126 2.228
H 1.172 6.100 2.620
H -0.778 5.957 0.330
H -0.634 4.902 1.670
H 1.073 3.362 -1.342
H 0.150 4.795 -1.722
H -0.622 3.511 -0.719

---

87
Properties=species:S:1:pos:R:3 method="wB97M-V/def2-TZVPD" charge=0 fmax_ha_per_bohr=0.16881 homo_ev=-7.0823 orbital_gap_ev=7.23
Cu -0.374 -2.649 1.181
Cl 0.587 -0.426 -0.607
O 1.826 0.341 -0.619
O 0.809 -1.559 -1.454
O 0.306 -0.836 0.769
O -0.496 0.323 -1.206
C -2.051 2.287 0.212
C -2.697 3.494 -0.375
O -3.753 3.161 -1.246
H -2.733 1.659 0.786
H -1.269 2.608 0.900
H -1.545 1.719 -0.569
H -1.996 4.118 -0.930
H -3.067 4.182 0.385
H -3.368 2.909 -2.088
C -3.182 -1.197 -0.122
O -2.009 -2.049 -0.198
C -2.149 -3.075 -1.207
C -0.862 -3.932 -1.270
N -0.563 -4.583 0.055
C 0.814 -5.130 0.020
C 1.902 -4.066 0.159
O 1.721 -3.284 1.346
C 2.888 -2.523 1.520
H -4.181 -1.598 -0.295
H -2.954 -0.519 -0.943
H -3.250 -0.619 0.799
H -2.247 -2.624 -2.194
H -3.053 -3.627 -0.952
H -0.144 -3.213 -1.665
H -0.989 -4.747 -1.983
H -1.253 -5.319 0.098
H 1.016 -5.807 -0.810
H 0.974 -5.640 0.970
H 1.889 -3.399 -0.703
H 2.854 -4.597 0.145
H 3.253 -2.099 0.584
H 3.724 -3.088 1.933
H 2.693 -1.732 2.244
C 2.425 5.443 -3.246
O 1.844 4.326 -2.570
C 0.361 4.364 -2.578
C -0.188 3.048 -1.971
N 0.663 1.843 -2.149
C 0.704 1.554 -3.573
C 1.408 0.233 -3.789
O 2.703 0.192 -3.154
C 3.384 -1.101 -3.397
H 1.884 5.826 -4.111
H 3.456 5.211 -3.515
H 2.529 6.300 -2.582
H 0.123 4.486 -3.635
H -0.039 5.239 -2.066
H -1.167 2.794 -2.377
H -0.519 3.263 -0.955
H 0.130 1.060 -1.796
H 1.156 2.387 -4.111
H -0.310 1.526 -3.972
H 1.467 0.022 -4.856
H 0.813 -0.531 -3.288
H 3.075 -1.806 -2.626
H 4.454 -0.956 -3.242
H 3.104 -1.544 -4.353
C 2.511 -1.888 5.004
O 1.422 -1.282 4.311
C 1.909 -0.287 3.423
C 0.829 0.395 2.585
N -0.132 1.101 3.502
C -1.262 1.635 2.720
C -2.302 0.512 2.443
O -3.024 0.087 3.581
C -4.343 0.543 3.687
H 3.214 -2.307 4.284
H 2.226 -2.738 5.625
H 3.054 -1.182 5.631
H 2.615 -0.707 2.707
H 2.465 0.408 4.052
H 0.298 -0.401 2.064
H 1.265 1.055 1.834
H 0.366 1.873 3.923
H -0.848 2.052 1.802
H -1.876 2.418 3.166
H -1.848 -0.366 1.983
H -2.966 0.874 1.658
H -5.082 -0.094 3.201
H -4.414 1.568 3.323
H -4.610 0.688 4.734

---

Let's list energy in order: -2341.7809; -2768.1669; -4067.7880; -4695.1331; -2911.0282; -3884.4141 Ha.